47
Properties=species:S:1:pos:R:3 method="wB97M-V/def2-TZVPD" total_energy_ev=-38440.974 homo_ev=-8.0 relative_energy_kcal_mol=23.1 smiles="Cc1cc(C=C2C(=O)N(C)C(=S)N(C)C2=O)c(C)n1C1CCCC1" lumo_energy_ev=-0.5 orbital_gap_ev=7.51
C 4.456 2.498 1.105
C 3.183 1.877 0.649
C 1.950 2.442 0.590
C 1.034 1.447 0.132
C -0.340 1.706 -0.046
C -1.444 0.888 0.014
C -2.695 1.495 -0.442
O -2.779 2.638 -0.849
N -3.815 0.671 -0.434
C -5.059 1.209 -0.947
C -3.812 -0.614 0.021
S -5.175 -1.541 -0.070
N -2.668 -1.113 0.569
C -2.722 -2.442 1.145
C -1.455 -0.423 0.636
O -0.518 -0.920 1.235
C 1.800 0.303 -0.134
C 1.338 -0.930 -0.810
N 3.088 0.574 0.188
C 4.237 -0.299 0.085
C 4.735 -0.498 -1.360
C 5.374 -1.883 -1.338
C 4.445 -2.696 -0.437
C 4.026 -1.716 0.665
H 5.213 2.483 0.321
H 4.855 1.993 1.986
H 4.261 3.534 1.370
H 1.687 3.437 0.889
H -0.579 2.744 -0.265
H -5.828 1.172 -0.176
H -4.871 2.238 -1.245
H -5.394 0.623 -1.803
H -2.937 -3.177 0.369
H -3.508 -2.491 1.898
H -1.754 -2.643 1.599
H 0.958 -1.640 -0.071
H 2.123 -1.403 -1.388
H 0.506 -0.684 -1.469
H 5.032 0.186 0.654
H 3.900 -0.471 -2.060
H 5.438 0.281 -1.654
H 5.472 -2.312 -2.334
H 6.367 -1.824 -0.890
H 4.936 -3.578 -0.031
H 3.577 -3.032 -1.006
H 2.998 -1.867 0.984
H 4.662 -1.845 1.541